Run P
ORCA calculation (the ωB97M-V functional and the def2-TZVPD basis) on a structure of composition C7H8O.

Last column: Mulliken charge in e.
Cartesian coordinates (Å):
C1 -2.309 -0.336 0.044  -0.214
C2 -1.389 0.936 -0.037  -0.642
C3 0.116 0.419 -0.312  0.531
C4 1.299 1.009 -0.009  -0.882
C5 2.143 -0.111 0.046  -0.158
C6 1.384 -1.395 -0.084  -1.024
C7 0.093 -1.040 -0.201  0.546
H1 -3.041 -0.441 -0.875  0.257
H2 -2.968 -0.421 1.045  0.222
H3 -1.206 1.755 0.944  0.227
H4 -2.277 1.845 -0.705  0.240
H5 1.762 1.960 -0.177  0.361
H6 2.991 0.087 -0.654  0.261
H7 2.752 -0.466 1.030  0.238
H8 1.872 -2.308 -0.019  0.519
O1 -1.223 -1.493 -0.035  -0.481

Values from the calculation:
Kohn-Sham gap, Eh: 0.3408
Net charge: 0
2S+1: 1
Highest occupied orbital energy, eV: -8.356


Run Q
ORCA calculation (the ωB97M-V functional and the def2-TZVPD basis) on a structure of composition C7H8O.

Last column: Mulliken charge in e.
Cartesian coordinates (Å):
C1 2.564 -0.609 0.027  -1.026
C2 1.190 0.042 -0.075  0.663
C3 0.061 -0.826 0.016  -0.640
C4 -1.337 -0.192 -0.044  0.924
C5 -2.401 -0.829 -0.143  -0.865
C6 -1.299 1.249 0.280  -0.682
C7 -0.143 1.855 -0.035  -0.032
H1 3.608 0.171 -0.402  0.257
H2 2.728 -1.073 1.402  0.219
H3 2.334 -1.597 -0.373  0.324
H4 -0.059 -1.891 0.036  0.292
H5 -3.507 -0.418 -0.052  0.183
H6 -2.536 -1.872 -0.604  0.217
H7 -2.350 1.700 0.351  0.240
H8 0.117 2.998 -0.076  0.295
O1 1.030 1.293 -0.308  -0.368

Values from the calculation:
Kohn-Sham gap, Eh: 0.3120
Net charge: 0
2S+1: 1
Highest occupied orbital energy, eV: -7.695


Name the most stable of them. run Q.


Run P
ORCA calculation (the ωB97M-V functional and the def2-TZVPD basis) on a structure of composition C3H7NOS2.

Last column: Mulliken charge in e.
Cartesian coordinates (Å):
C1 -0.036 -1.674 0.930  0.394
C2 -0.901 0.949 -0.264  -1.107
C3 -2.006 0.127 0.412  -0.343
N1 1.072 -1.425 1.010  -0.175
O1 2.711 -0.389 -1.455  -0.458
S1 2.768 0.588 -0.069  -0.329
S2 -1.681 -1.683 0.630  -0.112
H1 -1.150 1.980 -0.321  0.385
H2 -0.035 0.979 0.443  0.221
H3 -0.732 0.562 -1.201  0.366
H4 -2.972 0.183 -0.103  0.351
H5 -2.452 0.721 1.374  0.301
H6 3.430 -0.215 -2.059  0.294
H7 1.983 -0.703 0.672  0.211

Values from the calculation:
Kohn-Sham gap, Eh: 0.2607
Net charge: 0
2S+1: 1
Highest occupied orbital energy, eV: -7.243


Run Q
ORCA calculation (the ωB97M-V functional and the def2-TZVPD basis) on the molecule C3H7NOS2.

Last column: Mulliken charge in e.
Cartesian coordinates (Å):
C1 2.672 -0.316 -0.529  -0.642
C2 0.458 -0.061 0.727  -0.273
C3 -2.907 0.241 0.249  -0.048
H1 2.708 -0.987 -1.353  0.250
H2 3.439 -0.602 0.378  0.239
H3 2.644 0.654 -1.016  0.331
H4 1.027 0.370 1.731  0.275
H5 -0.347 -1.006 1.121  0.220
H6 -1.876 0.102 -1.541  0.287
H7 -2.729 0.640 1.351  0.240
N1 -1.844 0.699 -0.581  -0.301
O1 1.331 -0.844 -0.168  -0.313
S1 -0.260 1.458 -0.128  0.023
S2 -4.318 -0.348 -0.242  -0.289

Values from the calculation:
SMILES string: COCSNC=S
Kohn-Sham gap, Eh: 0.3345
Net charge: 0
2S+1: 1
Highest occupied orbital energy, eV: -8.795


Name the most stable of them. run P.


Run P
ORCA calculation (the ωB97M-V functional and the def2-TZVPD basis) on the molecule C3H7NOS2.

Last column: Mulliken charge in e.
Cartesian coordinates (Å):
N1 0.826 -0.309 1.708  -0.712
C1 0.862 -0.173 0.206  0.408
C2 0.927 -1.636 -0.224  -0.179
O1 1.816 -2.130 -0.845  -0.457
C3 -0.460 0.458 -0.165  -0.831
S1 -0.674 1.017 -1.900  -0.046
S2 -2.304 2.189 -1.572  -0.235
H1 0.932 0.632 2.046  0.217
H2 1.528 -0.914 2.092  0.226
H3 1.731 0.436 -0.002  0.356
H4 0.025 -2.150 0.144  0.326
H5 -1.295 -0.209 0.049  0.395
H6 -0.556 1.293 0.537  0.375
H7 -3.359 1.498 -2.072  0.158

Values from the calculation:
SMILES string: N[C@@H](C=O)CSS
Kohn-Sham gap, Eh: 0.3559
Net charge: 0
2S+1: 1
Highest occupied orbital energy, eV: -9.218


Run Q
ORCA calculation (the ωB97M-V functional and the def2-TZVPD basis) on the molecule C3H7NOS2.

Last column: Mulliken charge in e.
Cartesian coordinates (Å):
C1 -0.271 0.305 0.297  -0.095
C2 0.974 0.268 -0.617  -0.843
C3 -1.299 -0.753 -0.110  0.507
H1 -1.512 1.705 0.941  0.252
H2 -1.343 1.702 -0.655  0.287
H3 0.058 0.116 1.281  0.511
H4 1.490 1.278 -0.724  0.379
H5 0.598 0.020 -1.575  0.384
H6 2.842 -0.257 0.880  0.146
H7 0.301 -2.166 0.701  0.132
N1 -0.828 1.620 0.205  -0.737
O1 -2.396 -0.449 -0.491  -0.521
S1 2.260 -0.933 -0.134  -0.209
S2 -0.875 -2.457 0.002  -0.194

Values from the calculation:
SMILES string: N[C@H](CS)C(=O)S
Kohn-Sham gap, Eh: 0.3675
Net charge: 0
2S+1: 1
Highest occupied orbital energy, eV: -9.412


Name the most stable of them. run Q.


Run P
ORCA calculation (the ωB97M-V functional and the def2-TZVPD basis) on the molecule C23H28N2O4.

Last column: Mulliken charge in e.
Cartesian coordinates (Å):
C1 6.368 -0.640 4.129  -1.455
C2 5.259 0.286 3.654  -0.363
H1 4.506 0.413 4.445  0.390
H2 5.672 1.273 3.402  0.390
O1 4.673 -0.303 2.513  -0.361
C3 3.651 0.342 1.893  0.951
C4 3.106 1.551 2.289  -0.564
C5 2.049 2.119 1.589  -1.167
C6 1.542 1.497 0.466  -0.166
C7 2.093 0.286 0.050  -0.098
C8 3.124 -0.310 0.752  0.841
O2 3.685 -1.506 0.438  -0.474
C9 3.138 -2.232 -0.639  -0.795
H3 3.310 -1.721 -1.593  0.318
H4 3.664 -3.185 -0.645  0.273
H5 2.065 -2.407 -0.512  0.313
H6 1.691 -0.194 -0.827  0.377
C10 0.351 2.050 -0.267  -1.257
N1 -0.880 1.511 0.273  0.285
C11 -1.944 2.282 0.640  0.505
O3 -2.008 3.488 0.525  -0.741
C12 -2.961 1.336 1.154  -0.155
C13 -4.229 1.576 1.652  -0.591
C14 -4.979 0.489 2.071  -0.489
C15 -4.469 -0.801 1.994  -0.639
C16 -3.196 -1.042 1.497  -0.733
C17 -2.448 0.041 1.083  0.477
C18 -1.074 0.096 0.484  0.572
H7 -0.309 -0.324 1.147  0.294
C19 -1.043 -0.711 -0.830  -0.068
O4 -0.488 -1.786 -0.915  -0.709
N2 -1.692 -0.105 -1.834  0.132
H8 -2.144 0.782 -1.661  0.365
C20 -1.858 -0.680 -3.156  -0.274
C21 -1.304 0.286 -4.199  -1.540
H9 -1.342 -0.159 -5.188  0.470
H10 -0.267 0.527 -3.973  0.370
H11 -1.882 1.207 -4.207  0.331
C22 -3.338 -1.013 -3.383  -0.284
C23 -3.572 -1.858 -4.628  -1.368
H12 -2.978 -2.767 -4.587  0.319
H13 -4.621 -2.136 -4.697  0.400
H14 -3.308 -1.311 -5.530  0.326
H15 -3.908 -0.083 -3.454  0.320
H16 -3.698 -1.560 -2.508  0.337
H17 -1.273 -1.606 -3.154  0.426
H18 -2.800 -2.044 1.435  0.513
H19 -5.074 -1.631 2.327  0.413
H20 -5.973 0.643 2.464  0.403
H21 -4.610 2.584 1.705  0.510
H22 0.280 3.135 -0.156  0.636
H23 0.421 1.805 -1.336  0.164
H24 1.626 3.052 1.928  0.435
H25 3.490 2.064 3.157  0.365
H26 7.105 -0.768 3.341  0.327
H27 6.851 -0.223 5.008  0.421
H28 5.954 -1.614 4.375  0.323

Values from the calculation:
SMILES string: CCOc1ccc(CN2C(=O)c3ccccc3[C@H]2C(=O)N[C@H](C)CC)cc1OC
Kohn-Sham gap, Eh: 0.3181
Net charge: 0
2S+1: 1
Highest occupied orbital energy, eV: -7.992


Run Q
ORCA calculation (the ωB97M-V functional and the def2-TZVPD basis) on the molecule C23H28N2O4.

Last column: Mulliken charge in e.
Cartesian coordinates (Å):
C1 -5.793 -2.345 0.994  -0.804
H1 -5.082 -2.296 1.825  0.333
O1 -6.026 -1.075 0.436  -0.444
C2 -4.976 -0.404 -0.116  0.450
C3 -3.671 -0.875 -0.165  -0.119
C4 -2.669 -0.111 -0.753  -0.349
C5 -2.976 1.126 -1.296  -0.434
C6 -4.279 1.598 -1.249  -0.857
C7 -5.274 0.845 -0.664  -0.585
H2 -6.293 1.196 -0.619  0.444
H3 -4.520 2.561 -1.675  0.374
H4 -2.198 1.713 -1.758  0.610
C8 -1.258 -0.621 -0.756  -0.292
H5 -1.240 -1.678 -1.034  0.395
H6 -0.659 -0.060 -1.476  0.387
C9 -0.633 -0.476 0.639  -1.312
N1 0.740 -0.923 0.655  0.389
C10 1.085 -2.165 1.045  0.376
O2 0.291 -2.960 1.506  -0.720
C11 2.563 -2.538 0.890  0.314
C12 3.530 -1.368 0.770  -0.859
N2 3.479 -0.710 -0.521  0.049
C13 3.035 -1.263 -1.677  0.913
O3 3.083 -0.657 -2.731  -0.678
C14 2.405 -2.640 -1.598  -0.434
C15 2.736 -3.431 -0.342  -1.138
H7 2.081 -4.300 -0.265  0.435
H8 3.768 -3.785 -0.383  0.421
H9 1.324 -2.485 -1.669  0.009
H10 2.704 -3.184 -2.496  0.456
C16 4.042 0.634 -0.553  -1.870
C17 3.091 1.607 0.094  1.104
C18 3.326 2.109 1.369  -0.611
C19 2.396 2.943 1.961  -0.923
C20 1.228 3.287 1.303  -0.367
C21 0.986 2.796 0.023  0.327
C22 1.923 1.949 -0.569  -0.195
H11 1.733 1.579 -1.565  0.398
O4 -0.116 3.077 -0.722  -0.376
C23 -1.071 3.971 -0.202  -0.964
H12 -1.557 3.565 0.691  0.371
H13 -1.817 4.097 -0.985  0.243
H14 -0.626 4.943 0.031  0.432
H15 0.520 3.937 1.793  0.482
H16 2.578 3.333 2.951  0.375
H17 4.238 1.858 1.891  0.435
H18 5.007 0.630 -0.038  0.430
H19 4.189 0.887 -1.606  0.502
H20 4.553 -1.737 0.939  0.496
H21 3.315 -0.620 1.542  0.421
H22 2.818 -3.114 1.785  0.466
H23 1.403 -0.328 0.181  -0.304
H24 -1.182 -1.086 1.359  0.669
H25 -0.664 0.571 0.954  0.064
H26 -3.411 -1.838 0.247  0.502
H27 -5.425 -3.053 0.244  0.327
H28 -6.758 -2.685 1.366  0.234

Values from the calculation:
SMILES string: COc1cccc(CCNC(=O)[C@H]2CCC(=O)N(Cc3cccc(OC)c3)C2)c1
Kohn-Sham gap, Eh: 0.3346
Net charge: 0
2S+1: 1
Highest occupied orbital energy, eV: -8.424


Name the most stable of them. run P.


Run P
ORCA calculation (the ωB97M-V functional and the def2-TZVPD basis) on the ion C7H10N5O with charge +1.

Last column: Mulliken charge in e.
Cartesian coordinates (Å):
C1 -0.715 1.521 3.018  0.529
C2 -0.121 -0.071 -1.443  0.266
C3 0.089 -1.171 0.955  -0.123
C4 -0.216 -0.231 -0.019  0.925
C5 -0.449 0.600 1.914  0.180
C6 0.994 -0.648 -3.539  -0.916
C7 0.568 -2.350 -1.807  -1.098
N1 -0.102 -0.671 2.137  -0.564
N2 -0.592 0.934 0.612  -0.687
N3 -0.834 2.225 3.990  0.245
N4 0.430 -1.021 -2.274  0.069
N5 -0.994 2.974 5.086  -0.947
O1 -0.553 1.034 -1.923  -0.491
H1 0.278 -2.253 0.715  0.393
H2 0.565 0.298 -3.827  0.340
H3 2.083 -0.492 -3.457  0.354
H4 0.882 -1.340 -4.349  0.313
H5 1.296 -2.137 -1.004  0.430
H6 -0.337 -2.774 -1.299  0.313
H7 0.833 -3.038 -2.522  0.366
H8 -0.965 1.535 -1.222  0.491
H9 -1.882 3.314 5.026  0.277
H10 -0.258 3.763 5.230  0.336

Values from the calculation:
SMILES string: CN(C)/C(O)=C1\C=NC(C#[N+]N)=N1
Kohn-Sham gap, Eh: 0.3161
Net charge: +1
2S+1: 1
Highest occupied orbital energy, eV: -12.741


Run Q
ORCA calculation (the ωB97M-V functional and the def2-TZVPD basis) on a structure of composition C7H10N5O.

Last column: Mulliken charge in e.
Cartesian coordinates (Å):
C1 0.525 -1.998 -1.105  -0.059
C2 0.715 -1.997 1.064  -0.055
C3 -4.380 -0.393 0.033  -0.723
C4 -3.387 0.475 -0.030  0.173
C5 2.354 1.063 0.011  0.236
C6 -1.116 0.895 0.093  0.182
C7 3.432 2.049 -0.056  -1.136
N1 0.731 -3.206 -0.701  -0.367
N2 0.846 -3.211 0.649  -0.398
N3 1.131 1.392 0.119  -0.800
N4 0.528 -1.189 -0.016  -0.107
N5 0.135 0.556 0.149  0.749
O1 -2.067 0.037 0.055  -0.189
H1 0.400 -1.674 -2.114  0.458
H2 0.754 -1.657 2.077  0.447
H3 -5.397 -0.057 -0.039  0.284
H4 -4.208 -1.446 0.160  0.274
H5 -3.508 1.544 -0.151  0.218
H6 2.637 0.010 -0.052  0.419
H7 -1.325 1.971 0.088  0.465
H8 3.989 1.905 -0.984  0.311
H9 3.063 3.067 0.001  0.305
H10 4.145 1.863 0.749  0.312

Values from the calculation:
Kohn-Sham gap, Eh: 0.3005
Net charge: +1
2S+1: 1
Highest occupied orbital energy, eV: -13.423


Name the most stable of them. run P.


Run P
ORCA calculation (the ωB97M-V functional and the def2-TZVPD basis) on a structure of composition C4H11NO2.

Last column: Mulliken charge in e.
Cartesian coordinates (Å):
O1 0.361 1.569 -0.492  -0.421
C1 -0.513 0.748 -0.120  0.146
C2 -1.471 0.181 -1.190  -0.612
N1 -0.518 -0.317 -2.239  -0.299
H1 -0.942 0.925 0.881  0.487
H2 -2.017 -0.658 -0.764  0.351
H3 -2.100 0.945 -1.652  0.381
H4 -0.966 -0.725 -3.058  0.331
H5 0.056 0.476 -2.540  0.340
H6 0.077 -0.985 -1.688  0.390
C3 1.237 -0.565 1.239  -0.293
O2 0.229 -0.820 0.279  -0.427
C4 0.676 -0.489 2.655  -0.938
H7 1.761 0.388 1.068  0.300
H8 2.023 -1.323 1.123  0.367
H9 1.405 -0.061 3.348  0.343
H10 0.383 -1.489 2.992  0.297
H11 -0.245 0.104 2.676  0.257

Values from the calculation:
Kohn-Sham gap (alpha / beta), Eh: 0.4303 / 0.2623
Net charge: +1
2S+1: 2
Highest occupied orbital energy (alpha / beta), eV: -15.163 / -14.774


Run Q
ORCA calculation (the ωB97M-V functional and the def2-TZVPD basis) on a cluster of 2 separate species, C4H11NO2 in total.

Last column: Mulliken charge in e.
Cartesian coordinates (Å):
C1 2.302 -0.870 1.258  -0.741
C2 1.344 -0.043 0.758  0.903
O1 0.322 0.443 1.540  -0.369
C3 1.552 0.686 -0.549  -1.063
H1 3.154 -0.978 0.576  0.319
H2 2.292 -1.162 2.295  0.350
H3 -0.150 1.136 1.004  0.387
H4 2.421 0.302 -1.170  0.387
H5 0.650 0.709 -1.185  0.270
H6 1.764 1.736 -0.376  0.405
N1 -1.308 -1.229 -0.602  -0.588
C4 -2.374 -0.267 -0.442  -0.379
O2 -1.952 1.071 -0.655  -0.478
H7 -0.698 -1.017 -1.400  0.310
H8 -0.696 -1.173 0.212  0.251
H9 -3.199 -0.550 -1.119  0.388
H10 -2.673 -0.404 0.587  0.369
H11 -2.751 1.608 -0.733  0.279

Values from the calculation:
Kohn-Sham gap (alpha / beta), Eh: 0.3361 / 0.1877
Net charge: +1
2S+1: 2
Highest occupied orbital energy (alpha / beta), eV: -13.705 / -13.693


Name the most stable of them. run Q.